{
  "formula": "C3H7F",
  "method": "ωB97M-V/def2-TZVPD",
  "homo_ev": -11.126,
  "total_charge": 0,
  "e_above_lowest_kcal_mol": 48.7,
  "largest_force_ev_per_a": 4.49,
  "elements": ["C", "C", "C", "F", "H", "H", "H", "H", "H", "H", "H"],
  "xyz": [[0.023, -1.300, -0.148], [0.112, 1.275, -0.032], [0.436, -0.011, 0.473], [2.190, -0.129, -0.338], [-1.069, -1.387, -0.043], [0.279, -1.328, -1.184], [0.363, -2.057, 0.487], [-0.072, 1.443, -1.007], [1.099, 1.775, 0.085], [-0.689, 1.845, 0.550], [0.600, -0.076, 1.600]]
}